No. 1
{
  "formula": "C23H20BrN2OOsPS",
  "method": "ωB97M-V/def2-TZVPD",
  "species": ["Os", "O", "N", "C", "C", "C", "C", "C", "S", "H", "H", "H", "H", "N", "C", "C", "C", "C", "C", "C", "P", "C", "C", "C", "C", "C", "C", "C", "C", "C", "C", "C", "C", "H", "H", "H", "H", "H", "H", "H", "H", "H", "H", "H", "H", "H", "H", "H", "H", "Br"],
  "xyz": [[0.196, 0.017, -0.082], [-1.536, -1.266, 0.252], [-2.774, -0.817, 0.038], [-3.765, -1.728, -0.058], [-5.066, -1.330, -0.219], [-5.361, 0.032, -0.288], [-4.334, 0.947, -0.211], [-3.019, 0.515, -0.047], [-1.713, 1.639, 0.099], [-3.446, -2.757, 0.005], [-5.838, -2.080, -0.293], [-6.382, 0.366, -0.404], [-4.513, 2.011, -0.273], [0.265, -0.042, 2.109], [1.559, 0.124, 2.779], [1.621, 0.237, 4.158], [2.856, 0.384, 4.771], [4.018, 0.419, 4.009], [3.952, 0.314, 2.631], [2.714, 0.166, 2.010], [2.536, -0.007, 0.214], [3.266, -1.581, -0.267], [4.654, -1.713, -0.323], [5.206, -2.949, -0.610], [4.384, -4.043, -0.847], [3.003, -3.910, -0.797], [2.440, -2.680, -0.506], [3.429, 1.344, -0.551], [3.991, 1.177, -1.819], [4.662, 2.236, -2.404], [4.753, 3.455, -1.741], [4.173, 3.626, -0.490], [3.503, 2.574, 0.110], [-0.391, 0.636, 2.492], [-0.121, -0.959, 2.346], [0.712, 0.210, 4.748], [2.906, 0.472, 5.847], [4.977, 0.534, 4.495], [4.855, 0.354, 2.037], [5.294, -0.855, -0.155], [6.281, -3.059, -0.655], [4.822, -5.006, -1.076], [2.369, -4.764, -0.994], [1.360, -2.569, -0.470], [3.905, 0.228, -2.334], [5.116, 2.114, -3.378], [5.275, 4.281, -2.205], [4.246, 4.578, 0.017], [3.055, 2.696, 1.088], [0.341, -0.070, -2.405]],
  "s2": 6.022,
  "max_force_ev_per_a": 2.58,
  "total_charge": 2,
  "homo_energy_ev": [-14.85, -14.73],
  "multiplicity": 5,
  "de_lowest_kcal_mol": 5.8,
  "gap_ev": [8.332, 5.900]
}

***

No. 2
{
  "formula": "C23H20Cl2N5O4S4Ti",
  "method": "ωB97M-V/def2-TZVPD",
  "species": ["Ti", "Cl", "C", "C", "C", "C", "C", "Cl", "C", "S", "H", "H", "H", "O", "C", "O", "C", "C", "C", "N", "C", "C", "C", "O", "O", "H", "H", "H", "N", "C", "C", "N", "H", "H", "H", "H", "H", "H", "H", "H", "H", "S", "C", "S", "C", "N", "N", "C", "C", "C", "C", "C", "C", "S", "H", "H", "H", "H", "H"],
  "xyz": [[0.502, 0.603, 1.049], [1.553, 1.852, -0.860], [0.352, 3.050, -0.366], [0.751, 4.371, -0.256], [-0.210, 5.306, 0.075], [-1.525, 4.913, 0.300], [-1.889, 3.583, 0.203], [-3.522, 3.141, 0.519], [-0.952, 2.594, -0.150], [-1.383, 0.896, -0.324], [1.783, 4.646, -0.419], [0.063, 6.348, 0.166], [-2.277, 5.644, 0.560], [-2.826, -0.669, 7.267], [-1.899, -0.304, 6.628], [-0.652, 0.089, 6.831], [-1.240, 0.014, 5.369], [-1.393, 1.313, 4.711], [-1.005, 1.502, 3.446], [-0.439, 0.492, 2.674], [-0.288, -0.759, 3.284], [-0.629, -1.032, 4.546], [0.338, -1.772, 2.384], [0.537, -2.923, 2.584], [0.716, -1.163, 1.186], [-1.834, 2.128, 5.267], [-1.124, 2.459, 2.954], [-0.471, -2.024, 4.946], [3.956, -4.053, -1.460], [2.522, -3.602, -1.396], [2.344, -2.385, -2.300], [1.185, -1.575, -1.982], [4.145, -4.813, -0.806], [4.608, -3.254, -1.239], [4.202, -4.380, -2.394], [2.319, -3.348, -0.355], [1.897, -4.449, -1.677], [2.286, -2.688, -3.347], [3.241, -1.768, -2.204], [1.102, -1.458, -0.980], [0.312, -1.961, -2.316], [6.069, -1.682, -0.937], [5.219, -0.504, -0.100], [3.961, -0.842, 1.022], [3.684, 0.862, 1.253], [4.495, 1.604, 0.582], [5.369, 0.831, -0.149], [6.306, 1.521, -0.995], [7.660, 1.281, -0.842], [8.552, 1.956, -1.661], [8.084, 2.856, -2.608], [6.722, 3.088, -2.742], [5.820, 2.416, -1.933], [2.425, 1.421, 2.333], [8.008, 0.581, -0.094], [9.614, 1.783, -1.552], [8.785, 3.385, -3.240], [6.361, 3.796, -3.476], [4.756, 2.591, -2.013]],
  "max_force_ev_per_a": 0.68,
  "total_charge": 1,
  "homo_energy_ev": -10.69,
  "de_lowest_kcal_mol": 44.4,
  "gap_ev": 6.826
}

***

No. 3
{
  "formula": "C23H20Cl3FN10NiO4S",
  "method": "ωB97M-V/def2-TZVPD",
  "species": ["Ni", "N", "C", "C", "C", "C", "C", "C", "C", "C", "N", "C", "H", "H", "H", "H", "H", "H", "H", "H", "F", "C", "C", "N", "C", "C", "O", "O", "C", "O", "N", "C", "O", "H", "H", "H", "H", "S", "C", "N", "C", "C", "C", "N", "H", "H", "H", "H", "H", "H", "H", "H", "N", "C", "N", "C", "N", "Cl", "C", "Cl", "Cl", "C", "N"],
  "xyz": [[0.276, 0.071, -0.109], [-1.269, 1.271, 1.505], [-1.692, 2.427, 0.854], [-2.158, 3.539, 1.507], [-2.615, 4.669, 0.796], [-2.627, 4.680, -0.568], [-2.092, 3.577, -1.274], [-2.019, 3.533, -2.683], [-1.432, 2.466, -3.299], [-0.865, 1.451, -2.508], [-0.917, 1.456, -1.196], [-1.568, 2.477, -0.563], [-1.696, 0.399, 1.229], [-1.188, 1.328, 2.507], [-2.206, 3.532, 2.591], [-2.997, 5.518, 1.348], [-3.024, 5.522, -1.121], [-2.429, 4.355, -3.259], [-1.356, 2.401, -4.377], [-0.366, 0.612, -2.969], [3.028, -2.683, -1.746], [3.159, -2.901, -0.425], [2.180, -2.569, 0.416], [2.267, -2.757, 1.773], [1.227, -2.253, 2.680], [-0.143, -2.246, 2.003], [-0.795, -3.293, 1.988], [-0.488, -1.149, 1.436], [3.385, -3.356, 2.338], [3.506, -3.559, 3.525], [4.375, -3.683, 1.425], [4.396, -3.495, 0.043], [5.351, -3.804, -0.635], [1.261, -2.152, 0.032], [1.477, -1.241, 2.986], [1.213, -2.895, 3.551], [5.203, -4.094, 1.827], [-1.022, -1.828, -1.535], [-2.585, -1.653, -0.833], [-2.945, -2.344, 0.232], [-4.235, -2.174, 0.897], [-4.753, -0.765, 0.677], [-4.779, -0.483, -0.814], [-3.466, -0.793, -1.377], [-2.192, -2.765, 0.778], [-4.090, -2.381, 1.955], [-4.949, -2.903, 0.508], [-4.083, -0.054, 1.169], [-5.749, -0.648, 1.102], [-4.997, 0.568, -1.006], [-5.554, -1.080, -1.299], [-3.174, -0.357, -2.232], [1.815, 0.674, 0.900], [2.712, 0.530, 1.644], [3.730, 0.362, 2.356], [3.998, 0.610, 3.623], [4.304, 0.814, 4.721], [3.662, -1.661, -4.291], [3.867, -0.459, -3.020], [5.116, -0.939, -1.888], [4.224, 1.131, -3.714], [2.597, -0.342, -2.285], [1.630, -0.266, -1.687]],
  "s2": 2.005,
  "max_force_ev_per_a": 1.00,
  "homo_energy_ev": [-8.47, -8.43],
  "multiplicity": 3,
  "de_lowest_kcal_mol": 33.9,
  "gap_ev": [7.495, 7.396]
}

***

No. 4
{
  "formula": "C23H20ClIrNO2P",
  "method": "ωB97M-V/def2-TZVPD",
  "species": ["C", "C", "C", "H", "C", "C", "H", "H", "H", "H", "Ir", "Cl", "P", "C", "C", "H", "C", "H", "C", "H", "C", "H", "C", "H", "C", "C", "H", "C", "H", "C", "H", "C", "H", "C", "H", "C", "C", "H", "C", "H", "C", "H", "C", "H", "C", "H", "O", "N", "O"],
  "xyz": [[-1.002, -2.087, 4.355], [-0.989, -2.045, 2.900], [0.391, -1.801, 2.465], [-1.849, -2.117, 2.232], [1.209, -1.674, 3.686], [0.334, -1.801, 4.865], [0.692, -1.763, 5.899], [-1.897, -2.323, 4.933], [0.732, -1.713, 1.426], [2.287, -1.547, 3.736], [-0.220, -0.284, 3.682], [1.662, 1.057, 2.897], [0.079, 0.317, -1.190], [1.324, -0.884, -1.281], [1.137, -1.770, -2.372], [0.162, -1.777, -2.853], [2.191, -2.554, -2.802], [2.050, -3.200, -3.668], [3.422, -2.497, -2.130], [4.262, -3.076, -2.523], [3.576, -1.702, -0.982], [4.537, -1.722, -0.456], [2.531, -0.899, -0.532], [2.610, -0.290, 0.371], [-1.582, -0.207, -1.087], [-1.948, -1.574, -0.922], [-1.221, -2.296, -0.555], [-3.233, -1.988, -1.258], [-3.513, -3.045, -1.199], [-4.188, -1.055, -1.691], [-5.174, -1.384, -2.027], [-3.871, 0.312, -1.726], [-4.620, 1.043, -2.040], [-2.597, 0.744, -1.386], [-2.330, 1.798, -1.370], [0.485, 1.992, -1.209], [1.139, 2.300, -2.430], [1.448, 1.468, -3.062], [1.332, 3.624, -2.767], [1.788, 3.847, -3.727], [0.941, 4.641, -1.887], [1.088, 5.678, -2.191], [0.380, 4.324, -0.641], [0.117, 5.136, 0.037], [0.145, 3.002, -0.273], [-0.259, 2.733, 0.708], [-1.397, 3.404, 3.494], [-0.904, 2.299, 3.685], [-1.258, 1.358, 2.868]],
  "s2": 8.795,
  "max_force_ev_per_a": 10.09,
  "total_charge": 1,
  "homo_energy_ev": [-9.05, -12.45],
  "multiplicity": 6,
  "de_lowest_kcal_mol": 1.2,
  "gap_ev": [6.026, 6.889]
}